Entry 1:
C16H19N5O2S2 | wB97M-V/def2-TZVPD

Calculated values
Gap between HOMO and LUMO: 8.75 eV
Total energy: -50117.5553 eV
LUMO: 0.47 eV
Energy relative to the best compared isomer or geometry (same formula, charge and spin): 0.00 kcal per mole
Net charge: 0

XYZ file:
```
44
Properties=species:S:1:pos:R:3:forces:R:3:lowdin_charge:R:1
C 0.295 2.791 -0.753 0.087 -0.001 -0.205 -0.09
C 0.966 1.897 -1.789 -0.059 -0.122 0.207 -0.25
C 0.420 0.470 -1.767 0.144 0.247 -0.193 -0.20
C -1.001 0.344 -2.345 0.404 0.161 -0.236 -0.15
N -1.956 -0.126 -1.354 -0.389 0.172 0.135 0.02
C -1.930 -1.404 -0.905 -0.130 -0.602 0.308 -0.56
S -0.783 -2.526 -1.658 0.165 -0.350 -0.305 1.01
C -0.269 -3.407 -0.142 -0.329 0.395 -0.104 -0.34
C 0.519 -2.398 0.678 -0.124 -0.433 -0.148 -0.56
O 0.070 -1.870 1.669 -0.011 0.143 0.194 0.08
N 1.730 -2.113 0.133 0.561 -0.153 -0.186 0.13
C 2.561 -1.065 0.503 0.564 0.599 0.053 -0.34
C 2.418 -0.137 1.551 0.068 0.086 0.028 0.03
C 3.500 0.705 1.418 -0.030 -0.132 -0.122 -0.31
C 3.915 1.896 2.200 0.049 0.034 -0.045 -0.02
N 4.200 0.259 0.351 -0.130 0.244 0.374 0.01
N 3.644 -0.816 -0.218 -0.304 -0.706 -0.456 0.08
N -2.677 -1.902 0.016 0.090 -0.419 -0.020 0.12
C -3.553 -1.064 0.618 -0.023 1.078 -0.374 -0.30
C -4.441 -1.393 1.672 -0.143 0.069 0.131 -0.10
C -5.197 -0.328 2.036 0.133 0.225 -0.230 -0.39
S -4.872 1.102 1.130 0.186 -0.277 -0.085 1.07
C -3.674 0.263 0.216 -0.291 -0.262 0.435 -0.38
C -2.867 0.819 -0.826 -0.012 -0.167 -0.035 -0.42
O -2.900 1.955 -1.254 -0.167 0.290 0.014 0.05
H -0.776 2.855 -0.928 -0.106 0.046 0.040 0.05
H 0.706 3.797 -0.795 0.012 0.133 0.060 0.07
H 0.457 2.393 0.247 0.007 -0.035 0.139 0.07
H 2.039 1.853 -1.583 0.038 0.012 -0.086 0.10
H 0.838 2.322 -2.786 0.076 0.027 -0.085 0.11
H 1.095 -0.180 -2.325 -0.005 -0.065 0.088 0.10
H 0.415 0.127 -0.730 0.044 -0.093 -0.017 0.09
H -1.019 -0.343 -3.194 -0.038 0.137 0.027 0.11
H -1.369 1.319 -2.671 0.016 -0.214 -0.026 0.12
H -1.167 -3.721 0.386 0.186 -0.021 0.029 0.08
H 0.329 -4.258 -0.463 0.017 -0.028 -0.042 0.08
H 2.021 -2.584 -0.712 -0.153 0.047 0.082 0.14
H 1.636 -0.109 2.279 -0.127 0.064 0.178 0.10
H 3.251 2.029 3.049 0.004 0.045 0.051 0.08
H 3.875 2.793 1.582 -0.011 0.083 0.041 0.08
H 4.935 1.780 2.566 0.031 0.047 0.084 0.08
H 5.055 0.634 -0.025 -0.126 -0.083 0.030 0.16
H -4.492 -2.367 2.119 -0.028 -0.189 0.105 0.11
H -5.945 -0.291 2.804 -0.145 -0.032 0.166 0.07
```
Forces are in eV/Å.

---

Entry 2:
C16H19N5O5 | wB97M-V/def2-TZVPD

Calculated values
Gap between HOMO and LUMO: 8.65 eV
Total energy: -34584.7888 eV
LUMO: -0.02 eV
Energy relative to the best compared isomer or geometry (same formula, charge and spin): 122.78 kcal per mole
Net charge: 0

XYZ file:
```
45
Properties=species:S:1:pos:R:3:forces:R:3:lowdin_charge:R:1
C 7.153 1.510 0.295 0.265 0.172 -0.076 -0.08
O 6.140 0.678 0.808 -0.617 -0.291 0.037 -0.10
C 4.931 0.649 0.156 0.051 -0.019 0.047 -0.20
C 4.606 1.366 -0.980 0.209 -0.059 0.201 -0.01
C 3.338 1.239 -1.539 -0.107 -0.002 -0.051 -0.08
C 2.403 0.409 -0.971 0.120 -0.046 0.128 -0.04
C 2.707 -0.325 0.182 0.743 0.435 -0.177 -0.14
C 1.745 -1.201 0.807 -0.615 -0.612 0.490 -0.06
N 0.559 -1.324 0.355 0.512 0.368 -0.414 0.03
N -0.297 -2.147 0.987 0.550 -0.520 0.937 0.06
C -1.581 -2.369 0.586 -0.019 0.267 -0.344 -0.42
O -2.307 -3.103 1.210 -0.112 -0.085 0.002 0.10
C -2.005 -1.624 -0.692 0.053 -0.539 -0.177 -0.23
C -2.632 -2.620 -1.661 0.046 0.069 0.158 -0.03
N -2.971 -0.611 -0.331 0.064 0.905 0.175 -0.06
N -4.264 -0.939 -0.200 -0.793 -0.479 0.012 0.16
C -4.904 0.137 0.191 0.383 0.453 0.041 -0.25
C -6.363 0.146 0.431 -0.135 -0.076 0.009 -0.03
C -3.977 1.212 0.317 0.462 -1.627 -0.455 -0.06
N -4.267 2.525 0.709 0.012 0.640 0.163 -0.35
O -5.422 2.794 0.987 -0.166 0.017 0.033 0.08
O -3.353 3.334 0.756 0.066 0.198 0.022 0.06
C -2.730 0.674 -0.028 -0.344 0.567 0.158 -0.15
C -1.395 1.308 -0.114 0.180 0.097 0.094 0.01
C 3.981 -0.203 0.746 -0.137 0.212 -0.350 -0.19
O 4.307 -0.901 1.861 0.038 -0.044 0.084 0.08
H 8.005 1.379 0.960 -0.029 0.056 -0.090 0.10
H 6.846 2.560 0.301 0.000 -0.047 -0.009 0.10
H 7.435 1.215 -0.720 -0.027 0.015 0.038 0.10
H 5.325 2.024 -1.441 0.106 0.054 -0.012 0.11
H 3.097 1.803 -2.427 -0.035 0.044 -0.082 0.11
H 1.421 0.300 -1.399 -0.138 0.009 -0.083 0.10
H 2.084 -1.746 1.691 -0.111 -0.036 -0.001 0.13
H 0.013 -2.651 1.823 -0.188 0.142 -0.253 0.17
H -1.131 -1.134 -1.126 -0.278 -0.010 0.072 0.13
H -1.895 -3.362 -1.956 0.093 -0.063 -0.029 0.09
H -3.466 -3.113 -1.171 0.008 -0.051 -0.042 0.08
H -2.995 -2.103 -2.546 -0.011 0.044 -0.076 0.09
H -6.765 -0.843 0.233 -0.043 -0.065 -0.011 0.08
H -6.846 0.882 -0.209 -0.069 -0.007 0.016 0.08
H -6.570 0.430 1.462 -0.074 -0.002 0.006 0.08
H -0.636 0.699 0.373 0.031 0.016 -0.039 0.06
H -1.110 1.435 -1.159 0.072 0.007 -0.072 0.10
H -1.433 2.290 0.349 0.035 -0.097 -0.059 0.07
H 5.220 -0.678 2.094 -0.049 -0.005 -0.024 0.11
```
Forces are in eV/Å.

---

Entry 3:
C16H19NO4S | wB97M-V/def2-TZVPD

Calculated values
Gap between HOMO and LUMO: 9.01 eV
Total energy: -37414.9205 eV
LUMO: 0.57 eV
Energy relative to the best compared isomer or geometry (same formula, charge and spin): 36.16 kcal per mole
Net charge: 0

XYZ file:
```
41
Properties=species:S:1:pos:R:3:forces:R:3:lowdin_charge:R:1
C -1.513 1.332 6.524 0.032 0.144 0.179 -0.09
O -1.685 0.467 5.427 -0.020 -0.159 -0.291 -0.07
C -1.374 0.921 4.187 0.074 0.083 -0.284 -0.26
C -0.883 2.187 3.911 -0.014 0.077 0.150 0.06
C -0.599 2.562 2.596 0.004 -0.156 0.029 -0.26
O -0.136 3.835 2.451 -0.129 -0.194 0.291 -0.08
C 0.187 4.292 1.160 0.051 0.069 -0.212 -0.09
C -0.788 1.665 1.556 0.120 0.248 -0.120 0.02
C -1.275 0.388 1.839 -0.136 0.120 0.656 -0.13
C -1.510 -0.621 0.764 0.061 0.040 -0.288 -0.45
O -2.373 -1.474 0.834 -0.182 -0.171 0.221 0.07
N -0.690 -0.506 -0.311 0.255 0.135 -0.102 0.05
C -0.689 -1.468 -1.384 -0.107 -0.229 -0.074 -0.24
C 0.680 -2.119 -1.534 0.137 0.448 -0.183 -0.44
S 1.989 -0.894 -1.867 0.077 -0.105 -0.101 0.87
C 1.659 -0.502 -3.642 0.159 -0.234 0.575 -0.38
C 1.802 -1.688 -4.509 -0.940 -0.177 -0.098 -0.37
C 0.883 -2.607 -4.936 0.380 0.591 0.185 -0.04
C 1.601 -3.549 -5.712 0.588 -0.015 -0.077 -0.06
C 2.897 -3.138 -5.690 -0.489 -0.728 -0.363 -0.12
O 3.028 -2.016 -4.966 0.256 0.431 0.251 0.05
C -1.576 0.022 3.137 -0.001 -0.063 -0.097 0.06
H -0.466 1.631 6.639 -0.041 -0.002 -0.012 0.10
H -2.138 2.226 6.433 0.031 -0.027 -0.005 0.10
H -1.823 0.763 7.399 0.034 0.083 -0.037 0.09
H -0.712 2.922 4.680 0.007 0.059 0.127 0.12
H 0.987 3.694 0.710 -0.044 0.007 0.011 0.10
H -0.687 4.287 0.501 0.038 -0.018 0.022 0.10
H 0.533 5.316 1.288 -0.018 -0.070 -0.061 0.09
H -0.601 1.956 0.536 0.020 0.061 -0.089 0.10
H 0.113 0.104 -0.269 -0.087 0.004 0.088 0.09
H -1.442 -2.222 -1.137 0.067 0.119 -0.111 0.12
H -0.978 -0.978 -2.322 -0.030 -0.130 0.052 0.11
H 0.977 -2.603 -0.604 -0.014 -0.069 -0.013 0.08
H 0.690 -2.848 -2.344 -0.021 -0.082 0.092 0.06
H 2.405 0.251 -3.886 -0.099 0.089 -0.057 0.08
H 0.658 -0.080 -3.710 0.074 0.030 -0.187 0.08
H -0.171 -2.602 -4.744 -0.210 0.086 0.085 0.11
H 1.203 -4.409 -6.210 0.003 -0.202 -0.141 0.10
H 3.785 -3.539 -6.137 0.174 0.027 -0.023 0.12
H -1.968 -0.960 3.344 -0.062 -0.121 0.011 0.13
```
Forces are in eV/Å.

---

Entry 4:
C16H20AgCl2F3N2O2 | wB97M-V/def2-TZVPD

Calculated values
2S+1: 2
Gap between HOMO and LUMO (alpha / beta): 4.85 / 4.15 eV
Total energy: -61176.2140 eV
LUMO (alpha / beta): -5.73 / -5.75 eV
Energy relative to the best compared isomer or geometry (same formula, charge and spin): 23.59 kcal per mole
Net charge: +1
<S²>: 0.77

XYZ file:
```
46
Properties=species:S:1:pos:R:3:forces:R:3:lowdin_charge:R:1
Ag -1.664 2.562 0.539 -0.730 0.306 1.476 0.47
C 1.533 1.768 2.460 -1.250 -1.214 0.273 -0.27
O 0.947 1.311 3.697 2.376 0.093 -2.402 -0.10
O 0.527 1.774 1.433 2.201 0.688 1.160 -0.11
C 2.652 2.936 2.596 -2.299 -1.505 2.392 -0.58
F 3.433 2.996 1.556 -0.101 0.739 -1.182 0.20
F 1.952 3.996 2.939 0.102 1.747 -1.021 0.18
F 3.474 2.744 3.655 -0.232 -0.816 -0.280 0.14
C 0.157 2.114 4.468 -2.062 0.145 3.057 -0.28
C -0.430 1.148 5.521 -0.895 -0.086 1.050 -0.07
H -1.383 1.500 5.916 -0.567 0.053 -0.817 0.08
H -0.541 0.127 5.155 -0.233 0.141 -0.341 0.06
H -0.001 1.028 6.515 1.399 0.238 -0.318 0.07
H -0.715 2.569 3.999 0.287 0.032 -0.786 0.11
H 0.645 2.886 5.064 0.629 0.246 -0.549 0.12
H 2.192 0.919 2.277 0.012 -0.446 -0.761 0.16
C -0.386 0.542 -6.850 -0.111 0.991 1.534 0.05
N -0.444 -0.008 -5.469 0.377 -1.739 1.145 -0.10
C -1.111 0.562 -4.409 1.436 -1.207 -0.625 0.06
C -0.969 -0.030 -3.156 -2.058 2.339 -0.928 0.04
C -0.261 -1.169 -2.894 1.561 -0.534 -0.686 -0.15
C 0.360 -1.801 -3.963 -1.193 1.586 -2.442 0.10
C 0.218 -1.160 -5.274 0.055 -1.821 2.460 0.04
C -0.059 -1.634 -1.526 -0.935 -0.672 2.840 -0.15
C -0.048 -2.979 -1.170 0.678 -1.893 0.209 0.04
C -0.022 -3.509 0.141 -0.114 2.260 -0.764 0.05
N -0.039 -2.629 1.196 0.170 1.141 -2.294 -0.07
C -0.118 -1.279 0.924 -0.350 -0.266 -1.751 0.07
C -0.131 -0.772 -0.436 -0.231 -1.019 0.855 0.05
C -0.085 -3.149 2.566 -1.106 0.276 0.283 0.04
H -1.305 0.264 -7.367 0.266 0.322 -0.186 0.12
H 0.548 0.238 -7.322 -0.373 -0.185 -0.029 0.11
H -0.278 1.585 -6.554 -0.382 0.394 -1.269 0.11
H -1.661 1.462 -4.636 -0.102 0.008 0.257 0.16
H -1.594 0.459 -2.425 0.142 -0.081 0.541 0.13
H 0.799 -2.776 -3.816 0.434 0.160 -0.483 0.13
H 0.566 -1.655 -6.169 0.329 0.097 0.065 0.14
H 0.001 -3.672 -1.997 -0.240 -0.510 0.214 0.12
H -0.056 -4.555 0.407 0.155 -0.012 -0.297 0.14
H -0.297 -0.601 1.745 0.202 0.085 0.219 0.12
H -0.323 0.240 -0.760 0.265 0.469 1.367 0.08
H -1.144 -3.147 2.828 -0.045 0.211 0.290 0.12
H 0.449 -2.470 3.231 0.126 -0.364 -0.058 0.11
H 0.195 -4.201 2.610 0.574 0.345 -0.122 0.11
Cl -2.104 5.036 1.875 0.490 -1.322 -0.740 -0.42
Cl -3.478 0.429 0.880 1.345 0.578 -0.555 -0.53
```
Forces are in eV/Å.

---

Entry 5:
C16H20AlBrClF4N2OS | wB97M-V/def2-TZVPD

Calculated values
Gap between HOMO and LUMO: 8.40 eV
Total energy: -132822.2646 eV
LUMO: 1.67 eV
Net charge: -1

XYZ file:
```
47
Properties=species:S:1:pos:R:3:forces:R:3:lowdin_charge:R:1
C -0.425 -3.454 0.008 0.159 0.948 -0.093 -0.11
C 0.744 -3.282 -0.994 -0.118 -0.571 0.153 -0.40
C 2.018 -2.741 -0.277 -0.497 -0.102 -0.190 -0.08
C 0.328 -2.477 -2.266 -0.330 -0.658 0.289 -0.18
C -0.683 -1.300 -2.043 0.750 0.209 -0.511 -0.13
C -0.280 -0.244 -1.000 -0.231 0.064 0.371 -0.10
C -1.109 0.259 0.010 1.067 -0.343 -0.551 -0.11
C -2.537 -0.284 0.169 -0.249 0.826 0.700 -0.13
C -2.993 -0.619 1.639 -0.333 -0.667 -0.944 -0.25
C -1.981 -1.405 2.506 -0.250 0.985 0.917 -0.57
Cl -2.367 -3.165 2.657 0.073 0.485 -0.114 0.55
C -0.562 1.319 0.893 0.268 0.051 0.066 -0.14
C -1.438 1.952 1.994 -0.695 -0.487 -0.265 -0.14
C -1.023 3.367 2.421 -0.171 0.080 -0.704 -0.75
O -1.373 4.367 1.890 0.249 -0.734 0.598 0.08
Br 0.230 3.453 3.968 -0.373 -0.127 -0.254 0.65
C 0.721 1.788 0.786 0.747 0.157 -0.183 0.04
C 1.631 1.310 -0.234 -2.501 -0.389 0.858 -0.34
N 2.887 1.701 -0.433 -0.566 -1.108 -0.919 -0.17
S 3.344 0.822 -1.732 -0.515 0.235 0.345 1.04
N 2.012 -0.041 -2.022 -0.256 0.128 -0.006 -0.25
C 1.062 0.296 -1.122 1.729 0.959 0.156 -0.28
H -0.222 -4.213 0.782 -0.168 0.191 -0.481 0.07
H -0.531 -2.485 0.534 -0.020 -0.509 -0.161 0.03
H -1.402 -3.615 -0.492 0.564 -0.325 0.280 0.08
H 0.991 -4.309 -1.346 0.028 0.597 0.016 0.12
H 2.697 -2.345 -1.053 -0.035 -0.265 0.600 0.06
H 2.491 -3.555 0.307 -0.109 0.461 -0.343 0.08
H 1.769 -1.924 0.430 0.144 -0.312 -0.406 0.08
H 1.243 -2.186 -2.804 -0.502 0.180 0.244 0.09
H -0.195 -3.207 -2.924 0.181 0.477 0.275 0.11
H -1.674 -1.746 -1.882 0.405 0.371 0.171 0.09
H -0.744 -0.761 -3.015 -0.049 -0.277 0.485 0.13
H -2.756 -1.159 -0.457 0.465 0.394 0.183 0.09
H -3.220 0.522 -0.186 0.233 -0.500 0.122 0.13
H -3.356 0.304 2.119 0.409 -0.588 0.105 0.09
H -3.889 -1.267 1.541 0.403 0.423 0.094 0.10
H -0.927 -1.290 2.208 -0.485 -0.199 -0.157 0.07
H -2.051 -0.999 3.535 0.097 -0.443 -0.453 0.07
H -1.544 1.268 2.859 0.348 0.571 -0.245 0.10
H -2.462 2.048 1.574 0.558 0.307 0.252 0.12
H 1.130 2.552 1.463 -0.398 -0.338 -0.338 0.09
F 4.542 4.307 -2.577 -0.593 0.395 0.252 -0.23
Al 3.289 5.351 -2.002 0.009 0.031 0.074 -0.11
F 1.753 4.686 -2.432 0.691 0.218 0.193 -0.23
F 3.464 6.911 -2.717 -0.075 -0.728 0.308 -0.23
F 3.396 5.487 -0.286 -0.061 -0.070 -0.790 -0.23
```
Forces are in eV/Å.

---

Entry 6:
C16H20BF16I2NO2 | wB97M-V/def2-TZVPD

Calculated values
Gap between HOMO and LUMO: 7.35 eV
Total energy: -82856.5544 eV
LUMO: -0.65 eV
Net charge: 0

XYZ file:
```
58
Properties=species:S:1:pos:R:3:forces:R:3:lowdin_charge:R:1
C 4.206 -1.669 0.856 0.303 0.072 -0.280 -0.05
C 4.014 -2.571 -0.400 0.961 0.068 -1.814 -0.41
N 4.727 -2.236 -1.436 -0.993 -0.224 1.441 0.10
C 3.110 -3.844 -0.516 0.061 0.653 1.052 -0.10
B 1.585 -3.714 -0.037 0.345 0.128 0.093 -0.23
C 0.810 -2.375 0.415 -0.771 0.342 -0.430 -0.65
I -1.177 -3.008 1.137 1.169 -1.776 1.661 0.70
C 0.537 -1.408 -0.868 0.530 -0.020 1.008 -0.73
C 1.448 -0.123 -0.892 -0.550 -0.508 -0.911 -0.17
I -1.547 -0.675 -0.791 0.755 1.497 -1.859 0.72
H 4.789 -0.757 0.538 -0.576 -1.086 0.162 0.09
H 3.264 -1.287 1.319 0.713 -0.639 -0.305 0.06
H 4.839 -2.198 1.619 -0.787 0.357 -0.562 0.09
H 4.565 -2.905 -2.197 0.066 0.165 0.168 0.04
H 3.592 -4.675 0.086 -0.587 0.701 -0.528 0.12
H 3.084 -4.223 -1.582 0.150 0.428 1.028 0.12
H 0.941 -4.720 -0.058 0.096 0.067 -0.192 0.04
H 1.247 -1.832 1.290 -0.411 -0.281 -0.941 0.06
H 0.667 -2.038 -1.785 -0.405 0.790 0.604 0.09
H 1.222 0.418 -1.856 0.286 -0.421 1.091 0.06
H 1.172 0.547 -0.041 0.496 -0.601 -0.624 0.08
H 2.530 -0.410 -0.926 -0.882 0.304 0.273 0.06
C -0.555 1.837 -5.644 0.083 -0.453 -0.541 -0.03
C -0.906 2.307 -4.210 0.841 -0.386 -0.208 -0.44
C -1.503 3.711 -4.061 -0.603 0.333 0.436 -0.31
F -0.696 4.686 -4.504 0.368 -0.089 -0.266 0.10
F -1.734 3.976 -2.751 0.004 -0.338 0.029 0.09
F 0.183 2.153 -3.424 -0.014 0.277 0.032 0.11
F -1.838 1.432 -3.739 -0.255 0.289 -0.244 0.06
O 0.808 1.951 -6.094 -0.050 1.107 0.544 0.03
C 1.270 3.168 -6.624 -1.151 -1.212 -0.203 -0.52
C 2.349 3.823 -5.750 0.591 0.162 0.261 -0.29
F 1.929 4.025 -4.489 -0.313 -0.139 0.006 0.10
F 2.691 5.032 -6.252 -0.162 -0.109 -0.293 0.10
F 0.230 3.978 -6.878 0.141 0.414 0.176 0.15
F 1.810 2.873 -7.823 0.384 0.083 0.154 0.15
H -0.727 0.759 -5.642 0.127 0.093 0.185 0.15
H -1.253 2.230 -6.385 0.075 0.288 0.150 0.14
H -2.458 3.787 -4.590 0.018 -0.179 -0.068 0.17
H 3.243 3.196 -5.710 -0.088 -0.127 -0.177 0.18
C -2.556 -0.197 4.201 -0.373 0.154 -0.488 -0.04
C -1.330 -0.367 5.131 -0.603 0.798 0.067 -0.43
C -1.167 -1.714 5.845 0.604 -0.559 0.068 -0.31
F -2.195 -2.020 6.651 -0.364 0.215 -0.013 0.10
F -0.062 -1.687 6.633 0.099 0.256 -0.194 0.09
F -1.314 0.655 6.016 0.016 -0.203 0.158 0.13
F -0.225 -0.202 4.346 -0.020 -0.400 -0.072 0.09
O -3.719 0.464 4.733 0.180 -0.669 0.991 0.03
C -4.655 -0.266 5.484 0.802 0.104 -1.554 -0.52
C -4.719 0.187 6.950 -0.153 0.329 0.541 -0.28
F -3.521 0.118 7.556 0.182 -0.084 -0.230 0.10
F -5.563 -0.607 7.650 -0.124 -0.106 -0.307 0.10
F -4.427 -1.581 5.345 -0.057 -0.164 0.439 0.15
F -5.855 -0.037 4.913 -0.133 0.221 0.343 0.15
H -2.227 0.468 3.399 0.040 0.065 0.232 0.15
H -2.819 -1.130 3.697 0.031 -0.104 0.293 0.12
H -1.042 -2.525 5.121 -0.026 0.127 -0.158 0.17
H -5.071 1.218 7.018 -0.065 -0.014 -0.226 0.17
```
Forces are in eV/Å.